220
Properties=species:S:1:pos:R:3:forces:R:3:lowdin_charge:R:1 method="wB97M-V/def2-TZVPD" e_tot_ha=-2923.3900 lumo_ev=0.71 e_above_lowest_kj_mol=212.8 charge=0 homo_lumo_gap_ev=8.795 smiles=CCN(CC)CC.CCN(CC)CC.CCN(CC)CC.CCN(CC)CC.CCN(CC)CC.CCN(CC)CC.CCN(CC)CC.CCN(CC)CC.CCN(CC)CC.CCN(CC)CC
H 0.848965 -1.149736 -2.579275 -0.1703 0.1373 -0.2195 0.055
H -1.776435 -2.620406 -6.248065 -0.6854 0.3993 0.1444 0.065
C 4.187635 5.263444 -0.758515 -0.2095 0.5830 -0.4758 -0.083
H -4.217055 -2.138976 3.320845 0.1723 -0.1741 0.0726 0.053
C 6.131035 -1.489606 -2.847785 -1.3636 -0.6525 0.5672 -0.237
H -3.341755 1.183114 -3.319845 -0.2774 0.0091 -0.2992 0.055
H 5.187555 -7.401276 -0.094385 -0.1106 0.0254 0.0141 0.076
H 3.118005 -2.081616 3.856795 0.0836 -0.3129 -0.1524 0.054
C 0.839795 0.888574 -4.901745 -0.6312 -0.5356 1.1545 -0.266
H 3.583315 -1.549086 -6.308535 -0.0629 -0.2654 -0.2560 0.078
C 2.786695 -0.146976 1.446625 -0.0556 0.3029 0.4189 -0.067
H 2.216285 -4.388526 2.835415 0.0799 -0.6052 -0.1892 0.076
H -2.825985 -6.215106 1.583935 0.2239 -0.1925 -0.0620 0.063
H -1.225445 1.465794 -4.626285 -0.0304 0.1999 0.0747 0.048
C -3.347265 2.055724 6.156755 -0.7329 -0.1993 -0.2528 -0.253
H -5.588345 2.559414 -3.492235 0.3197 0.7797 0.2512 0.105
C 4.242345 -7.541306 0.430085 -0.4463 -0.3972 0.4559 -0.084
H -1.154635 3.869934 1.811635 -0.1501 0.2085 -0.3452 0.048
H -1.507425 -2.859726 4.398035 -0.1803 0.1592 0.1493 0.075
N -6.158965 1.876104 -1.504715 -0.5781 -0.5013 -0.1015 -0.201
H -3.194565 3.107314 5.913985 -0.1527 0.1131 0.0514 0.114
N 0.959135 0.148034 -0.174755 -0.1229 2.5875 0.5793 -0.167
H 0.345105 2.187194 -0.312355 0.3098 -0.1199 0.3060 0.099
H 3.747395 -8.449636 0.086485 0.0652 0.0653 -0.5103 0.057
C 0.422195 7.460284 0.039335 0.8951 -0.1825 0.6703 -0.237
H -4.263545 2.385484 8.068115 -0.0934 -0.1978 0.0530 0.077
C 3.134825 2.990554 -2.415475 0.4321 -1.7548 0.2229 -0.257
H -2.915395 -3.251776 -2.657715 -0.0079 0.0403 -0.0586 0.050
H -4.570025 -3.569496 -2.143835 0.0553 -0.2031 0.2293 0.068
H -1.900545 0.056224 -0.043435 0.2089 -0.1982 0.0967 0.050
H 2.371535 6.908734 0.717445 0.1520 0.1186 0.0527 0.049
C 3.606235 1.520224 -2.544325 -0.2611 -0.0263 0.2395 -0.075
H -0.010885 -1.780036 -4.834985 0.2726 -0.4499 0.0325 0.093
C 4.027425 5.209784 -2.292525 0.6247 -1.3220 -0.2548 -0.216
H 0.528805 0.392594 6.748205 -0.0546 -0.0126 0.3946 0.115
H -1.610025 -4.615376 0.059175 0.4016 0.5482 0.2997 0.096
H -2.634385 1.969144 3.612905 0.1418 -0.3459 -0.3175 0.064
H -3.989965 -1.777096 -0.202555 0.2784 0.0653 0.0483 0.090
C -3.758855 -2.842636 -2.101585 0.2042 -0.3405 1.2262 -0.067
C 3.220375 -2.185316 4.937005 -0.3106 0.7174 -0.2488 -0.076
H 5.672175 4.362234 -5.881935 0.1524 0.2139 0.0026 0.068
H 3.032355 5.513404 -2.617705 -0.3813 0.4402 0.2886 0.106
N 4.226915 3.826374 -2.859485 -0.5038 1.5912 -0.1289 -0.187
N -3.584015 -3.779366 0.305045 -0.0579 1.2705 -0.8150 -0.160
C 3.332445 -6.330736 0.357555 -0.6371 -0.3398 -0.1025 -0.256
C 1.198575 1.636644 5.101665 0.0191 0.5074 1.0498 -0.080
N 1.111195 -0.800066 5.080355 -1.8430 -0.2196 -1.3968 -0.194
N 0.503505 -0.062316 -5.963535 -0.0678 0.5652 -0.8862 -0.162
H -6.969145 0.254744 5.220285 0.1338 0.3439 0.3118 0.075
H 0.111475 -8.504026 -0.863075 -0.3691 0.2866 -0.2891 0.067
H -0.064375 2.536874 -3.774955 -0.0427 -0.0402 0.0334 0.047
H -3.671495 2.160184 2.159325 0.0234 0.4195 0.1157 0.053
H -0.214645 6.121044 -2.436545 -0.1827 0.1019 -0.0521 0.056
H 5.784495 -0.456966 -2.888595 -0.1190 0.3886 0.5698 0.094
H 3.665805 -2.941186 -3.781175 -0.1989 -0.0879 -0.0059 0.035
H 0.896955 -4.884236 0.040025 0.4566 -0.0762 -0.5504 0.095
C -3.597385 1.733824 3.159745 -1.1249 -0.2559 0.1573 -0.071
H 2.270955 0.274154 -7.058955 -0.1270 0.3727 0.2648 0.109
H 5.023435 4.706414 -0.335135 -0.0528 -0.3791 -0.4407 0.079
H -1.964955 6.660274 -0.515075 0.2326 0.6923 -0.5345 0.111
H 1.570945 -1.782056 -0.438385 -0.0952 -0.2677 0.2002 0.093
H 3.068055 -0.130396 5.368095 -0.2794 0.1376 0.3109 0.105
H 4.236325 2.909374 -4.765465 -0.5628 -0.1749 0.2415 0.101
C -8.055905 3.184644 -2.454225 -0.9109 -0.2777 0.7786 -0.075
H 3.123805 -6.015406 -0.664765 0.0824 -0.2322 -0.6176 0.102
C 5.921295 -2.413146 0.775915 -1.1646 -0.8401 0.4916 -0.089
H -5.888355 3.143304 1.686055 0.0814 0.2659 -0.3051 0.057
H 4.655115 1.467064 -2.252575 0.0358 0.0165 -0.1463 0.066
N 2.046195 -6.528756 1.065605 -0.3963 1.8157 0.2951 -0.170
H -7.822855 4.070104 -1.862825 0.5118 -0.1812 0.3178 0.058
H 0.309735 -7.694236 1.303685 0.0260 0.3853 0.0910 0.104
H 1.382805 1.626394 4.027395 -0.1269 -0.3321 0.0645 0.060
H 2.138835 1.781014 5.633815 0.2299 -0.1098 -0.2502 0.062
H 3.870465 -5.473826 0.762945 -0.2019 -0.0500 0.4250 0.096
C 1.721585 7.777514 0.821725 -0.1048 -0.1591 -0.4274 -0.082
H 0.724455 -6.818066 -1.155725 -0.3304 -0.1299 -0.0725 0.065
H 7.937295 -2.582666 -2.806415 0.2023 0.0311 0.5164 0.080
C 1.244245 -7.707666 0.742785 0.9790 0.3254 -0.6372 -0.252
H 5.825675 5.467444 -4.471275 -0.3327 0.1917 -0.3329 0.053
H -4.710385 2.692394 -0.267865 0.3333 -0.0345 -0.5342 0.086
H -1.813545 -1.049166 -7.221545 -0.1110 -0.3371 -0.0268 0.075
C 5.944255 -1.523556 -0.425605 0.9630 -0.3740 -0.7829 -0.261
H -2.525345 2.190554 8.192695 0.1811 0.2294 -0.2958 0.070
H 0.094005 4.574034 -1.727905 -0.1128 -0.0556 0.4505 0.052
H 0.732315 -0.303466 1.877125 -0.3401 -0.2573 0.2224 0.093
H -3.737185 0.743884 -1.689155 -0.4217 0.0313 0.1200 0.058
H -2.476055 -3.021406 1.925465 0.3989 0.4617 0.0093 0.099
H -6.357175 -1.309146 4.961625 0.4645 -0.1880 0.0795 0.069
C 4.222315 3.911464 -4.336845 1.8597 -0.1527 0.7095 -0.246
C 1.688075 -0.580536 -6.715665 -0.7238 0.6699 0.4244 -0.229
H 4.272565 -2.045446 5.184835 0.0264 -0.1495 0.0192 0.072
H 4.397555 6.294934 -0.475545 -0.2230 0.1566 0.0241 0.062
C -4.706795 2.208064 4.121985 0.1363 -0.0557 -0.1122 -0.250
H -2.134385 1.765714 -0.067715 0.1081 0.2370 -0.0605 0.046
H -5.501365 -2.916306 2.417635 -0.0094 -0.0178 -0.1886 0.079
H -6.236645 -0.107326 3.721765 0.6045 0.0727 -0.1094 0.055
H 3.899935 -3.018126 -0.768085 0.2565 -0.2530 0.2118 0.082
H -3.905845 -6.603306 0.252065 -0.4790 0.5338 0.1776 0.074
H 6.984215 -1.205626 -0.499795 0.0293 0.1194 -0.3583 0.100
H 6.478895 -2.017996 1.625045 0.0418 -0.1220 -0.0961 0.079
C -0.496505 6.008984 1.788535 0.0483 -0.7423 0.0781 -0.241
H -8.072785 1.588964 -0.856945 -0.4546 0.5414 -0.0134 0.099
C -2.921635 -6.204746 0.498195 -0.7499 -0.5036 -0.0316 -0.087
H -6.426875 1.599504 1.070645 -0.1668 -0.0817 0.0262 0.081
C 0.461565 0.403154 5.660335 1.5013 0.4488 -1.3894 -0.221
H 2.916595 -3.182086 5.256805 -0.1327 0.1425 0.0021 0.065
H -5.707795 0.898424 -3.266385 -0.5169 -0.2464 0.1693 0.106
H -4.156645 -1.995256 -2.659975 0.3404 0.4338 0.3761 0.051
H -7.834105 0.979724 -2.432275 0.3075 0.0876 -0.2865 0.109
H 6.231305 -3.415766 0.481355 0.7609 0.1029 0.0550 0.082
H 2.871095 3.228294 -1.384925 0.0946 -0.1222 -0.0072 0.099
C -3.409365 1.850184 7.653465 -0.1091 -0.0718 0.3269 -0.092
H 5.364845 -0.604906 -0.333545 -0.3707 0.0983 0.1338 0.102
C -0.477645 -1.054386 -5.501065 -0.0331 -0.7159 -0.9765 -0.252
H -0.582825 0.544304 5.382085 0.0646 -0.7235 -0.1241 0.077
H -0.212655 2.604944 -5.548805 -0.3568 0.2278 0.0743 0.074
H -1.252645 1.070004 1.279385 -0.0354 -0.1594 0.0431 0.057
H 8.171795 -0.855416 -2.301555 -0.0986 -0.1829 0.0476 0.068
H 1.773455 -8.586346 1.111535 0.0592 -0.1454 -0.1422 0.103
H 3.504105 -1.646956 -1.635515 0.1765 0.7788 -0.4708 0.095
H -0.733845 -1.473446 3.589695 -0.4207 -0.0988 -0.4336 0.068
C -1.225375 -1.774956 -6.659955 1.2240 -0.2328 0.7310 -0.073
C -0.683715 5.327004 -1.855515 -0.8015 0.5178 0.2366 -0.069
H 5.619925 -1.903176 -3.717175 0.4422 -0.3971 -0.1908 0.099
H -3.545855 -4.282546 2.342945 0.0088 -0.3400 -0.2351 0.103
C -3.480005 -3.391826 1.718145 0.2338 -0.6052 0.4132 -0.253
H -2.295215 -2.276856 -0.567105 0.2050 0.1863 0.2696 0.074
H -0.245265 -2.397776 -2.033355 -0.1430 -0.0428 -0.0204 0.074
H -2.459335 1.545514 5.783445 0.1203 -0.3257 -0.2945 0.078
H -2.744115 -4.970876 -1.184025 -0.1747 0.2462 -0.0601 0.104
C 1.948975 -4.158076 1.804135 -0.5299 1.0509 -0.2497 -0.095
C -6.411975 2.668154 0.856505 -0.7902 -0.0091 -0.5294 -0.085
C 5.592585 4.454264 -4.798745 -0.3108 0.1269 0.1694 -0.088
H 3.545645 0.368704 0.858265 -0.2701 0.2779 -0.2027 0.064
H -1.893285 5.063704 -0.082575 0.4593 -0.4675 0.3371 0.097
C 2.446325 -1.005526 5.557045 0.2531 -0.8926 0.4976 -0.270
C -4.776015 0.168764 5.449185 -0.7824 -0.1713 -0.8556 -0.245
C -5.406465 1.799524 -2.732245 1.7720 -1.5666 0.1968 -0.247
H -0.075445 -1.630126 0.234175 -0.1282 -0.2721 0.5079 0.099
C -4.523345 -2.444966 2.320515 0.0668 0.1695 -0.5177 -0.077
H 0.658135 -2.930306 4.993145 0.7612 0.3213 0.0229 0.105
C -0.036425 1.192034 -0.540795 -0.7069 -1.0913 0.2896 -0.198
H 0.080315 -2.013646 6.377555 -0.2129 -0.4437 0.4966 0.114
H 1.828345 1.345084 -4.951415 -0.0257 0.0528 -0.8163 0.095
C 1.238985 -5.249246 1.008465 0.9535 -1.3312 1.8268 -0.232
H 3.076245 0.787074 -1.936305 -0.3565 0.2659 0.2688 0.046
C 3.744465 -3.460826 -2.826255 0.3655 0.2917 0.0876 -0.070
H 0.123005 6.600614 2.462545 0.3711 0.0068 -0.4135 0.099
H 2.310715 -1.212746 6.618535 0.7659 0.2783 0.7692 0.112
H -3.787695 0.673784 2.991835 0.7117 -0.2477 0.0938 0.058
H -0.119515 1.192804 -1.627625 -0.3948 -0.0660 -0.0220 0.083
H -4.671805 3.297414 4.135955 0.0350 0.1219 0.6373 0.109
C 4.165375 -2.511346 -1.695885 -0.2231 -1.1736 0.0378 -0.262
H 1.218215 1.318694 1.645195 -0.0018 0.3245 -0.6708 0.101
H 0.520545 4.115654 2.213645 0.1653 0.1440 -0.1479 0.066
H 3.257555 4.971264 -0.270985 0.1223 -0.0509 0.1449 0.049
H -0.532825 -2.320716 -7.300755 0.2288 0.4688 -0.3807 0.057
H 4.500935 -4.236776 -2.943545 0.0681 -0.0382 0.0616 0.080
C 2.587045 -1.440906 -5.879765 0.5907 -0.4205 0.8500 -0.104
H -4.742695 -0.273976 6.444665 0.0204 0.3523 0.1020 0.109
H 2.227595 8.652544 0.413835 -0.0094 -0.0580 -0.3110 0.070
H 2.808385 -3.963356 -2.582685 -0.1471 0.1754 -0.1173 0.063
H -1.283965 -0.665166 -4.879405 0.2986 0.8425 -0.0058 0.097
H 4.905575 -2.637276 1.101745 -0.2282 0.4225 0.3411 0.033
H -2.327535 -6.985216 0.022785 0.7748 0.2586 0.2787 0.063
C -3.344105 -2.573326 -0.572685 -1.4287 -1.1154 -1.1917 -0.194
N -0.093285 6.105654 0.357355 -0.4326 1.2351 1.5305 -0.175
N 5.604545 -2.274046 -1.662355 0.3924 1.9095 -0.2191 -0.146
C -5.759925 2.865924 -0.505445 1.1783 -0.5478 0.2518 -0.255
C 0.243845 -1.970186 5.300765 0.2155 0.1297 0.6245 -0.259
N -4.613095 1.622344 5.479435 0.8920 0.7409 0.1112 -0.159
H 1.422825 -1.041276 -7.667215 -0.4925 -0.3369 0.2283 0.104
H -1.740335 -1.149616 4.980815 -0.2534 -0.3081 0.0111 0.048
H -7.429685 3.055024 0.804635 -0.1603 -0.1481 0.4316 0.070
C 0.940895 -7.806016 -0.749275 -0.2591 -0.7687 0.0085 -0.089
C -0.251675 1.953014 -4.676135 0.7344 -0.3809 -0.8480 -0.064
C -0.469575 4.563284 2.299545 0.2246 -0.2823 0.1154 -0.086
H 4.728355 5.875344 -2.796335 0.0809 -0.0456 0.2260 0.095
C -6.109145 -0.261176 4.793295 -0.6561 0.0149 0.3539 -0.092
H -7.683125 3.401404 -3.455295 -0.0006 -0.4459 -0.0012 0.061
C -3.899195 1.513824 -2.443495 -0.1100 0.9136 -0.3646 -0.079
H 2.807955 -3.699306 1.314465 0.1371 -0.2452 -0.0955 0.034
H 7.938545 -1.368816 -3.979575 -0.0222 0.4595 -0.0651 0.070
H -3.384455 2.418184 -2.119025 0.0720 0.0477 0.1751 0.053
C 1.345735 0.320264 1.226905 0.9853 -1.0921 -0.2024 -0.249
H 2.768915 -0.978176 -4.909765 -0.0147 0.3524 0.1216 0.053
H 0.655615 7.502034 -1.024565 0.0916 -0.2075 -0.0035 0.099
C -2.664395 -4.837686 -0.105135 -0.2523 -0.6129 -0.1429 -0.270
H 6.378075 3.867904 -4.321995 -0.1083 -0.3486 -0.1568 0.075
C 0.049775 -1.361426 -1.868935 0.6461 -0.3469 -0.0442 -0.083
H -3.467595 0.787574 7.889215 -0.2925 -0.0127 0.0591 0.062
H -0.799905 -0.703466 -2.051225 0.0061 -0.1511 -0.0212 0.065
H 1.722735 -8.250326 -1.365235 0.3904 0.1815 0.2287 0.065
C -1.244855 5.842614 -0.483755 0.6485 -1.5049 -1.2254 -0.256
C -7.589605 1.835114 -1.802485 0.3464 1.3213 0.1681 -0.218
H 1.642225 8.007314 1.884275 -0.4958 -0.2112 0.0049 0.059
C -1.409855 0.997764 0.203205 0.6353 0.4231 -0.7036 -0.056
C -1.055525 -1.879336 4.548805 0.1810 0.7101 -0.4772 -0.088
H -0.309155 8.255494 0.183755 -0.4478 0.0705 0.2985 0.109
H 0.912335 0.322494 -3.973085 0.0780 -0.1028 0.4220 0.072
H -5.708495 1.981664 3.756685 0.1358 -0.1306 -0.2166 0.085
H -9.144015 3.248704 -2.453785 -0.1802 -0.3129 -0.4318 0.063
H 2.909985 -1.209496 1.236975 -0.0786 -0.0686 0.1782 0.043
H 2.230945 3.094964 -3.015645 -0.3569 0.3864 -0.1953 0.096
H -3.976975 -0.297686 4.872945 0.3873 -0.2192 -0.0203 0.075
H 3.350825 4.454274 -4.702845 -0.1105 0.2495 -0.2082 0.113
H 3.477825 1.158784 -3.564605 0.3203 0.0707 -0.1245 0.039
H 1.240705 -3.335676 1.904625 -0.1681 0.2858 -0.0405 0.058
H -5.802775 3.896584 -0.857565 -0.3080 0.3130 -0.0445 0.111
H 4.424635 -7.774446 1.479145 0.3312 0.2337 0.1366 0.078
H 2.186105 -2.415786 -5.602345 -0.0782 -0.1639 -0.4310 0.068
H -4.629765 -1.515786 1.760695 -0.1029 -0.0030 -0.1114 0.053
H 0.319935 -5.453536 1.557755 -0.1538 -0.1952 0.0072 0.101
H 3.003955 0.056434 2.495205 0.2727 -0.3287 0.1592 0.061
H 0.656155 2.551344 5.340815 -0.3005 0.0415 -0.0909 0.062
H -1.498435 6.395554 1.975055 -0.4046 0.2506 -0.3179 0.110
H -0.725685 4.500914 3.357195 -0.0719 0.2699 0.1377 0.064
H -1.473555 4.873874 -2.454615 -0.0711 0.1167 -0.1352 0.059
C 0.640275 -1.215886 -0.475925 -0.6112 0.0892 -0.6386 -0.266
C 7.631495 -1.546186 -2.948865 0.1829 -0.7001 -0.7848 -0.096